This record from the Open Molecules 2025 dataset describes C31H40N8O5STb as an isolated structure in a non-equilibrium geometry. The level of theory is ωB97M-V with the def2-TZVPD basis set.

Each line ends with the Löwdin charge.
Positions of all 86 atoms, in Å:
Tb (-0.70466, -0.86865, 0.38323)  1.654
C (-2.72246, 4.16968, -0.47125)  -0.069
C (-2.79975, 3.90514, 0.88565)  -0.063
C (-1.94887, 2.98501, 1.47644)  -0.026
C (-1.00936, 2.31032, 0.69661)  -0.334
C (-0.94615, 2.57028, -0.67408)  -0.059
C (-1.79659, 3.49462, -1.24872)  -0.063
N (-0.15049, 1.33391, 1.26807)  -0.013
C (0.96615, 1.74212, 1.84213)  -0.207
C (1.38877, 3.11358, 1.81434)  -0.006
C (2.55395, 3.52085, 2.37907)  -0.065
C (3.41108, 2.60258, 3.03501)  -0.083
C (3.04950, 1.29933, 3.12727)  -0.030
C (1.83094, 0.80984, 2.56483)  -0.228
N (1.59543, -0.46456, 2.81882)  0.108
N (0.50518, -1.05104, 2.36698)  -0.126
C (0.34933, -2.36545, 2.72765)  -0.387
C (1.25009, -3.11911, 3.50115)  0.001
C (1.02477, -4.46964, 3.64748)  -0.046
C (-0.12966, -5.02499, 3.09626)  -0.059
C (-1.00491, -4.19694, 2.41664)  -0.152
N (-0.77160, -2.90468, 2.19180)  0.017
H (-3.38001, 4.89605, -0.92328)  0.112
H (-3.52910, 4.42487, 1.48689)  0.112
H (-1.98951, 2.79551, 2.54187)  0.124
H (-0.21144, 2.04599, -1.27369)  0.058
H (-1.75417, 3.67633, -2.31038)  0.115
H (0.74321, 3.82678, 1.32155)  0.119
H (2.83487, 4.56315, 2.33455)  0.117
H (4.32968, 2.95894, 3.47283)  0.106
H (3.65936, 0.58155, 3.65225)  0.115
H (2.09751, -2.61995, 3.94185)  0.107
H (1.72993, -5.09173, 4.17910)  0.116
H (-0.34737, -6.07450, 3.20100)  0.107
H (-1.93274, -4.59201, 2.01985)  0.112
N (-1.86522, -2.78987, -0.91453)  -0.068
C (-1.22619, -3.12137, -2.20386)  -0.239
C (-0.16080, -4.20461, -2.02990)  -0.174
C (1.15930, -3.69487, -1.45450)  -0.243
N (0.96889, -3.03419, -0.15614)  -0.032
H (-2.23101, -3.65567, -0.51462)  0.094
H (-2.67992, -2.21083, -1.13265)  0.074
H (-0.78608, -2.19875, -2.60219)  0.108
H (-1.97224, -3.48985, -2.92119)  0.124
H (0.06157, -4.65680, -2.99811)  0.120
H (-0.56247, -4.98792, -1.38039)  0.115
H (1.59845, -2.96524, -2.13865)  0.095
H (1.85472, -4.54377, -1.36928)  0.122
H (1.87068, -2.66130, 0.14507)  0.089
H (0.71192, -3.75753, 0.51607)  0.069
O (-6.08964, 1.91564, -0.41610)  0.136
C (-6.09609, 1.40734, 0.79278)  -0.508
O (-7.00587, 1.54980, 1.56891)  0.112
C (-4.90175, 0.60365, 1.21642)  -0.031
C (-4.80401, 0.03891, 2.47939)  0.025
N (-3.62559, -0.59205, 2.54934)  0.043
N (-2.93870, -0.48963, 1.40280)  -0.019
C (-3.69825, 0.23712, 0.57312)  -0.130
C (-3.18396, 0.52343, -0.82772)  -0.566
O (-3.86421, 1.21593, -1.58034)  0.087
O (-2.07811, -0.02051, -1.11738)  -0.188
H (-5.26359, 1.71309, -0.95149)  0.072
H (-5.51620, 0.05867, 3.27981)  0.145
H (-3.23126, -1.08531, 3.34118)  0.172
C (0.41594, 0.85368, -4.43424)  -0.091
C (1.93617, 0.76146, -4.38507)  -0.290
C (2.39557, -0.12401, -3.23757)  -0.292
S (1.95009, 0.70776, -1.64493)  1.013
O (1.13437, -0.32531, -0.90866)  -0.677
C (3.59572, 0.59416, -0.83149)  -0.302
C (4.54691, 1.64353, -1.38333)  -0.278
C (4.02699, 3.05153, -1.12094)  -0.096
H (0.10810, 1.58311, -5.17712)  0.084
H (0.00932, 1.15405, -3.46935)  0.049
H (-0.02203, -0.10542, -4.70135)  0.082
H (2.36078, 1.75851, -4.25233)  0.107
H (2.31489, 0.36622, -5.32998)  0.119
H (3.46497, -0.31704, -3.27526)  0.093
H (1.85684, -1.07018, -3.22945)  0.080
H (3.96479, -0.42205, -0.96136)  0.101
H (3.39847, 0.76978, 0.22647)  0.081
H (4.68668, 1.49946, -2.45655)  0.102
H (5.52350, 1.52133, -0.90978)  0.121
H (3.07727, 3.21412, -1.62545)  0.061
H (4.73740, 3.78906, -1.48275)  0.083
H (3.88199, 3.20956, -0.05515)  0.061

Values from the calculation:
DFT total energy	-88223.9606	eV
LUMO level (spin up / spin down)	-0.13364 / -0.13366	Eh
frontier orbital gap (spin up / spin down)	6.612 / 6.630	eV
net charge	+1
ΔE to the lowest compared entry with this formula, charge and spin	0.0	kcal/mol
multiplicity	7